Below is a 2-piece molecular cluster, C4H11NO2S overall, with properties calculated with the ωB97M-V functional and the def2-TZVPD basis.

The value obtained for the HOMO energy (alpha / beta) is -0.50975 / -0.50886 Ha. As for the calculated total energy: -20737.226 eV. The value obtained for the relative energy (zero: lowest compared OMol25 entry of this formula, charge and spin) is 1.2667 eV. The expectation value of S² is 0.753.

Structure (ORCA input):
```
! wB97M-V def2-TZVPD RIJCOSX def2/J DEFGRID3
* xyz 1 2
C -0.2002 0.9112 -1.1908
C 0.9349 0.6308 -0.2806
C 0.6731 0.7938 1.2371
S 0.8778 2.6075 1.6117
C -1.4336 0.1280 -0.6883
N -1.6233 -1.1564 -1.2144
O -2.2116 0.5724 0.1195
H 0.0994 0.5438 -2.1996
H -0.4816 1.9758 -1.3619
H 1.2273 -0.4186 -0.4676
H 1.7684 1.2838 -0.5724
H -0.2952 0.5051 1.6773
H 1.5784 0.3589 1.6628
H 0.7317 3.1779 0.3345
H -2.3268 -1.6481 -0.8704
H -0.8918 -1.7415 -1.7448
H 0.1668 -2.4437 0.7650
H 0.6130 -3.1135 2.0225
O 0.7934 -2.9671 1.1604
*
```